{"formula": "C35H32AuF6N5O5PS", "method": "ωB97M-V with the def2-TZVPD basis set", "species": ["Au", "F", "C", "C", "C", "C", "C", "F", "C", "C", "C", "C", "C", "C", "N", "H", "H", "H", "H", "H", "H", "F", "C", "C", "F", "C", "C", "C", "F", "C", "C", "C", "N", "C", "N", "F", "C", "C", "N", "C", "N", "C", "C", "C", "C", "O", "P", "O", "O", "O", "C", "C", "C", "C", "H", "H", "H", "H", "H", "H", "H", "H", "H", "H", "H", "H", "H", "H", "H", "H", "H", "H", "O", "S", "C", "C", "C", "C", "H", "H", "H", "H", "H", "H", "H", "H"], "coordinates": [[-0.48400, 0.72950, 0.19240], [3.58740, 3.98700, -0.90790], [2.28970, 3.85500, -0.66460], [1.78610, 2.59250, -0.36280], [0.45210, 2.45710, -0.07400], [-0.43160, 3.54800, -0.15400], [0.11760, 4.79860, -0.47110], [-0.67300, 5.87160, -0.56120], [1.46920, 4.96920, -0.71020], [-1.83140, 3.23790, 0.06990], [-2.89390, 4.14340, 0.10190], [-4.17930, 3.68320, 0.32640], [-4.38950, 2.32390, 0.52300], [-3.30190, 1.47720, 0.48070], [-2.06230, 1.91580, 0.25660], [2.44230, 1.73790, -0.36850], [1.86500, 5.94540, -0.94480], [-2.72480, 5.19710, -0.05080], [-5.00780, 4.37560, 0.34930], [-5.37600, 1.92610, 0.69870], [-3.41850, 0.41640, 0.63550], [-3.03440, -2.64660, -4.84500], [-1.93300, -1.89860, -4.75960], [-1.01160, -1.93190, -5.78970], [-1.27030, -2.69960, -6.84400], [0.20440, -1.20850, -5.73130], [0.38830, -0.39840, -4.58250], [-0.54650, -0.35500, -3.57650], [-0.35090, 0.49200, -2.54170], [-1.71240, -1.13830, -3.60220], [-2.58300, -1.22940, -2.44720], [-2.03540, -1.11770, -1.21780], [-1.52560, -1.02750, -0.15840], [-3.96720, -1.45380, -2.51960], [-5.10930, -1.56740, -2.51520], [1.47980, 0.35700, -4.47610], [1.18090, -1.29220, -6.75530], [2.46650, -0.74630, -6.64130], [3.53910, -0.33710, -6.60250], [0.96660, -1.94160, -7.97870], [0.83560, -2.42840, -9.01110], [3.31750, 0.34610, 4.38570], [2.86370, 0.85250, 3.01610], [2.22180, 2.23340, 3.17610], [4.04120, 0.89830, 2.05520], [1.80560, -0.01360, 2.54030], [1.77700, -1.07240, 1.35120], [3.00340, -1.76160, 0.95220], [1.12660, -0.34480, 0.12890], [0.59600, -2.05080, 1.83840], [0.60880, -2.77250, 3.09160], [-0.20630, -4.04670, 2.86370], [-0.07130, -1.91160, 4.15660], [2.02600, -3.14970, 3.50080], [4.04240, 1.04020, 4.80310], [3.78970, -0.62860, 4.29350], [2.47310, 0.27240, 5.06790], [2.92940, 2.90980, 3.64650], [1.33830, 2.15860, 3.80620], [1.93000, 2.63740, 2.20970], [4.71570, 1.70250, 2.33870], [3.69430, 1.06260, 1.04000], [4.57710, -0.04620, 2.06500], [-1.21080, -3.81490, 2.52070], [-0.27970, -4.59550, 3.79730], [0.28710, -4.67640, 2.13020], [-1.10920, -1.73110, 3.88450], [0.43430, -0.95560, 4.24690], [-0.04350, -2.42230, 5.11520], [2.52720, -3.69370, 2.70310], [1.99830, -3.77030, 4.39220], [2.60610, -2.25810, 3.70940], [0.36020, -2.34000, -2.11620], [0.43580, -2.83490, -0.74710], [1.79550, -4.07420, -0.74660], [1.15120, -5.29450, -1.36360], [-0.20930, -5.47750, -0.68010], [-0.90240, -4.12800, -0.66200], [2.08370, -4.20350, 0.29130], [2.62370, -3.65650, -1.30880], [1.76860, -6.18240, -1.21650], [1.02580, -5.15170, -2.43940], [-0.05780, -5.83420, 0.33970], [-0.82180, -6.21100, -1.20770], [-1.46580, -3.93640, 0.24410], [-1.52640, -3.96340, -1.53540]], "total_energy_ha": -3477.0257, "charge": 1}

=====

{"formula": "C3H6ClNO", "method": "ωB97M-V with the def2-TZVPD basis set", "species": ["C", "C", "O", "C", "N", "Cl", "H", "H", "H", "H", "H", "H"], "coordinates": [[1.41434, 0.62846, 0.34795], [-0.10931, 0.91975, 0.13167], [-0.54064, 0.77654, -1.13558], [-0.98954, -0.20842, -0.29697], [-0.60450, -1.57689, -0.43494], [-2.61984, 0.12738, 0.47467], [1.99410, 0.35180, -0.57654], [1.54145, -0.13342, 1.13374], [1.77342, 1.57401, 0.62049], [-0.61099, 1.73171, 0.70047], [-0.60754, -2.04479, -1.31145], [-0.64097, -2.14612, 0.34649]], "smiles": "C[C@H]1O[C@]1(N)Cl", "e_above_lowest_kcal_mol": 48.5}

=====

{"formula": "C8H6N2O2", "method": "ωB97M-V with the def2-TZVPD basis set", "species": ["O", "C", "N", "C", "C", "C", "C", "N", "C", "C", "C", "O", "H", "H", "H", "H", "H", "H"], "coordinates": [[-3.13664, 1.22916, -0.12600], [-2.06625, 0.62501, -0.15336], [-0.89390, 1.24959, -0.08189], [0.32724, 0.58940, -0.08899], [1.55028, 1.30390, -0.01994], [2.76743, 0.54326, 0.13250], [2.67417, -0.87348, 0.06926], [1.53720, -1.52379, -0.19628], [0.40535, -0.78689, -0.19940], [-0.89130, -1.51407, -0.32136], [-2.07463, -0.81431, 0.01285], [-3.34425, -1.33869, 0.27924], [-0.89265, 2.28719, 0.00621], [1.57334, 2.44824, -0.03732], [3.69862, 1.12564, 0.29525], [3.56629, -1.51831, 0.35340], [-0.94659, -2.58264, -0.29768], [-3.85372, -0.44919, 0.37351]], "smiles": "O=c1[nH]c2cccnc2cc1O", "e_above_lowest_kcal_mol": 22.6}

=====

{"formula": "C18H8F3NSbSe4Tc", "method": "ωB97M-V with the def2-TZVPD basis set", "species": ["Tc", "Se", "Sb", "Se", "Se", "Se", "F", "C", "F", "F", "C", "C", "C", "C", "C", "C", "C", "C", "H", "H", "H", "H", "N", "C", "C", "C", "C", "C", "C", "C", "C", "C", "H", "H", "H", "H"], "coordinates": [[-1.90249, -0.81976, 1.26387], [-5.26766, -3.72262, 3.13153], [-5.08055, -1.46723, 3.04779], [-3.76624, -1.30120, 0.23874], [-2.02775, -1.32277, 3.39091], [-5.73733, 0.67067, 3.37669], [4.17510, -4.88194, -3.94227], [3.12837, -5.43292, -3.31918], [3.57666, -6.38007, -2.49365], [2.34245, -6.00397, -4.23215], [2.38095, -4.35384, -2.54738], [2.87197, -3.96096, -1.30300], [2.23894, -2.95463, -0.61437], [1.09923, -2.34281, -1.18521], [0.61063, -2.75547, -2.44412], [1.25583, -3.76634, -3.11877], [0.48043, -1.29073, -0.53208], [-0.16737, -0.43153, 0.08825], [3.73825, -4.45324, -0.88297], [2.59049, -2.63635, 0.35734], [-0.27042, -2.28375, -2.85736], [0.89380, -4.10993, -4.07701], [-0.34249, 8.61724, 1.92360], [-0.39590, 7.48250, 1.75726], [-0.46238, 6.06040, 1.54839], [-1.16271, 5.57291, 0.43803], [-1.21642, 4.21837, 0.22500], [-0.56617, 3.34451, 1.13233], [0.12752, 3.85478, 2.25830], [0.17449, 5.21091, 2.46225], [-0.56682, 1.99280, 0.87758], [-0.66158, 0.76871, 0.63354], [-1.64954, 6.26411, -0.23503], [-1.74909, 3.81152, -0.62350], [0.61303, 3.17430, 2.94418], [0.69478, 5.62831, 3.31247]], "charge": 2, "e_above_lowest_kcal_mol": 0.0}

=====

{"formula": "C3H5PS", "method": "ωB97M-V with the def2-TZVPD basis set", "species": ["C", "P", "C", "C", "S", "H", "H", "H", "H", "H"], "coordinates": [[0.61771, 0.81742, 1.63675], [1.62657, 0.02469, 0.53675], [0.58432, -0.45772, -0.78439], [-0.88080, -0.24420, -0.73205], [1.26958, -1.33462, -2.04002], [0.94435, 1.27509, 2.51135], [-0.44778, 0.73942, 1.31871], [-1.41694, -1.15927, -0.39799], [-1.27406, 0.63498, -0.21084], [-1.02295, -0.29579, -1.83827]], "smiles": "C=PC(C)=S", "e_above_lowest_kcal_mol": 36.0}

=====

{"formula": "C7H10", "method": "ωB97M-V with the def2-TZVPD basis set", "species": ["C", "C", "C", "C", "C", "C", "C", "H", "H", "H", "H", "H", "H", "H", "H", "H", "H"], "coordinates": [[1.63812, -1.08938, -0.14289], [0.35806, -0.30696, 0.04884], [0.25880, 0.78759, 1.12879], [-0.71367, 1.49360, 0.19174], [-1.52840, 0.37751, -0.49769], [-1.03328, -0.95636, 0.04454], [-0.16548, 0.75641, -0.98959], [1.77327, -1.87988, 0.60537], [1.59452, -1.54814, -1.13369], [2.54846, -0.46903, -0.12180], [-0.08530, 0.55358, 2.14489], [1.29970, 1.10504, 1.11673], [-1.12695, 2.50214, 0.20660], [-2.47744, 0.57166, -0.98884], [-1.41372, -1.30648, 1.01382], [-1.09028, -1.75190, -0.70265], [0.21137, 1.12516, -1.93494]], "smiles": "C[C@]12C[C@@H]3[C@H](C1)[C@@H]32", "e_above_lowest_kcal_mol": 57.4}

=====

{"formula": "C6H9NO", "method": "ωB97M-V with the def2-TZVPD basis set", "species": ["C", "C", "C", "C", "C", "C", "N", "O", "H", "H", "H", "H", "H", "H", "H", "H", "H"], "coordinates": [[-2.19856, 1.39702, 0.32197], [1.12788, 0.82036, 1.27097], [0.60206, -0.64776, 1.03654], [1.94254, 0.61833, 0.25423], [1.42294, -0.79933, 0.00250], [1.75878, -1.97004, -0.90155], [-2.93507, 1.00881, -0.76464], [-2.58839, 1.36339, 1.46558], [-1.10584, 1.59166, -0.06851], [0.77010, 1.61270, 1.88106], [-0.30445, -1.18697, 1.43834], [2.69758, 1.13548, -0.33829], [2.68601, -1.84319, -1.28759], [1.06743, -2.06188, -1.68647], [1.59083, -2.98950, -0.35016], [-2.69399, 1.22051, -1.72593], [-3.83985, 0.73042, -0.54805]], "e_above_lowest_kcal_mol": 101.3}

=====

{"formula": "C6H9N", "method": "ωB97M-V with the def2-TZVPD basis set", "species": ["C", "C", "C", "C", "C", "C", "N", "H", "H", "H", "H", "H", "H", "H", "H", "H"], "coordinates": [[1.37564, -0.55699, 1.04251], [1.23622, 0.40260, -0.10606], [-0.25974, -0.48623, -1.18738], [-1.53619, -1.03966, -0.63580], [0.44352, 1.54596, -0.08056], [-0.60939, 1.69995, 0.85750], [-1.51487, 1.76205, 1.58271], [0.45741, -0.57316, 1.63378], [1.54973, -1.53956, 0.60582], [2.21055, -0.32192, 1.71723], [2.12818, 0.48718, -0.73418], [-0.57065, 0.08075, -2.08270], [-2.44670, -0.40968, -0.61351], [-1.59618, -1.74888, -1.49869], [-1.51376, -1.67730, 0.25377], [0.64624, 2.37491, -0.75444]], "e_above_lowest_kcal_mol": 109.0}

=====

{"formula": "C3H10N2O", "method": "ωB97M-V with the def2-TZVPD basis set", "species": ["C", "C", "N", "C", "N", "H", "H", "H", "H", "H", "H", "H", "H", "H", "H", "O"], "coordinates": [[-1.92231, 0.55258, 1.37332], [-0.53481, -0.05918, 1.22240], [-0.25152, -0.30892, -0.16979], [0.11887, 0.75618, -1.06556], [0.81352, 0.48896, -2.17506], [-1.98341, 1.50074, 0.84565], [-2.20529, 0.79510, 2.40940], [-2.67469, -0.17394, 1.06370], [0.16741, 0.70243, 1.60854], [-0.34739, -1.02396, 1.69095], [0.19406, -1.15176, -0.48129], [0.27470, 1.69039, -0.49997], [0.82501, 1.40603, -2.61448], [3.08795, -2.30854, -0.99192], [2.22939, -0.96003, -1.19527], [2.20852, -1.90607, -1.02063]], "spin_multiplicity": 2, "charge": -1, "e_above_lowest_kcal_mol": 23.2, "s_squared": 0.7535}

=====

{"formula": "C4H2Br2N2O2S", "method": "ωB97M-V with the def2-TZVPD basis set", "species": ["C", "C", "C", "C", "N", "N", "O", "O", "S", "Br", "Br", "H", "H"], "coordinates": [[0.33625, -1.89177, -1.21303], [0.37809, -2.29521, 0.07050], [0.48258, 0.10255, -0.38111], [0.59964, 1.50403, -0.03664], [0.50153, -0.57200, -1.44709], [-1.51315, 1.70316, 0.97049], [-2.41976, 1.99937, 0.25104], [-1.45980, 1.41635, 2.13170], [0.42985, -0.95068, 1.14673], [1.46072, 2.24067, 1.51477], [0.41490, 2.62126, -1.49361], [0.19232, -2.57453, -1.93708], [0.59682, -3.30320, 0.42331]], "e_above_lowest_kcal_mol": 10.5}

=====

{"formula": "C25H20ClN5O4RuS", "method": "ωB97M-V with the def2-TZVPD basis set", "species": ["Ru", "S", "C", "C", "C", "C", "C", "N", "H", "H", "H", "H", "Cl", "C", "C", "C", "C", "N", "C", "H", "H", "H", "H", "O", "C", "N", "C", "O", "C", "C", "C", "C", "N", "C", "H", "H", "H", "H", "H", "H", "H", "H", "O", "C", "N", "C", "O", "C", "C", "C", "C", "C", "C", "H", "H", "H", "H"], "coordinates": [[13.77404, 10.76947, 9.89180], [12.74004, 12.37986, 11.33370], [12.78360, 13.27072, 9.85562], [12.38654, 14.55620, 9.47632], [12.40812, 14.96086, 8.10902], [12.78232, 14.09348, 7.10129], [13.27971, 12.85557, 7.50882], [13.25806, 12.52154, 8.81392], [12.13888, 15.24024, 10.29571], [12.09239, 16.02840, 7.89904], [12.60167, 14.34848, 6.04804], [13.66071, 12.08661, 6.81314], [15.31025, 6.20587, 7.37870], [15.11042, 6.85692, 8.92117], [15.30666, 6.13982, 10.07260], [15.15476, 6.79701, 11.37294], [14.78972, 8.11655, 11.37524], [14.63088, 8.81842, 10.24796], [14.74726, 8.19948, 9.06126], [15.44880, 5.04981, 10.05351], [15.14112, 6.17183, 12.28024], [14.56866, 8.73324, 12.23316], [14.47943, 8.74795, 8.17675], [19.13969, 11.72942, 4.40927], [19.98758, 12.11478, 5.43785], [19.36888, 12.17033, 6.79848], [18.07549, 11.98149, 6.99903], [17.20774, 11.82665, 6.08207], [17.61444, 11.96965, 8.41706], [18.28708, 12.57179, 9.49936], [17.66948, 12.41747, 10.76461], [16.42437, 11.78922, 10.84674], [15.71204, 11.29724, 9.77658], [16.30244, 11.50233, 8.54218], [18.20433, 12.03114, 4.76298], [20.49788, 13.10893, 5.40245], [20.81914, 11.39090, 5.56264], [19.94327, 12.31970, 7.60871], [19.13576, 13.23350, 9.34286], [18.12879, 12.71118, 11.68326], [15.98240, 11.60321, 11.83331], [15.78240, 11.21521, 7.63521], [12.46823, 10.02176, 7.00456], [11.75381, 9.62887, 7.93426], [12.12750, 9.67824, 9.31480], [11.04313, 9.30487, 10.13785], [11.10213, 9.16094, 11.37310], [9.92805, 8.96765, 9.18501], [8.72135, 8.33552, 9.34678], [7.97384, 7.92786, 8.21584], [8.42063, 8.17061, 6.92184], [9.63541, 8.88205, 6.80373], [10.37100, 9.17905, 7.90335], [8.36246, 8.12810, 10.34995], [7.08704, 7.26927, 8.33438], [7.83696, 7.90213, 6.01427], [10.05798, 9.13052, 5.82753]], "total_energy_ha": -2492.0584, "spin_multiplicity": 5, "charge": 2, "s_squared": 6.0392}

=====

{"formula": "C5H13NO2", "method": "ωB97M-V with the def2-TZVPD basis set", "species": ["N", "C", "C", "C", "C", "C", "H", "H", "H", "H", "H", "H", "H", "H", "H", "H", "H", "O", "H", "H", "O"], "coordinates": [[0.80376, -3.16400, -1.20060], [0.22740, -2.13093, -0.34582], [0.42403, 2.69928, -0.74990], [0.19964, 1.66224, -1.55539], [-0.30294, 0.35632, -1.02223], [0.42389, -0.73226, -0.84054], [0.67770, -3.27138, -2.20242], [1.71742, -3.41065, -0.82383], [0.76695, -2.19769, 0.63854], [-0.77824, -2.55029, -0.16707], [0.95517, 3.63554, -0.84385], [0.28972, 2.50156, 0.31276], [0.15031, 1.74952, -2.64667], [-1.38625, 0.35976, -1.05621], [1.49074, -0.50949, -1.13089], [-1.12391, 1.44004, 0.85823], [-2.11847, 2.02247, 2.10360], [-1.27539, 1.76270, 1.74196], [-0.75385, -0.80134, 3.05635], [-0.34482, 0.75186, 2.86788], [-0.04285, -0.17324, 3.00609]], "spin_multiplicity": 2, "charge": 1, "e_above_lowest_kcal_mol": 81.1, "s_squared": 0.7595}

=====

- Number 4 is which compound?
  C18H8F3NSbSe4Tc

=====

- Number 9 is which compound?
  C3H10N2O